{
  "formula": "C60H115O50P5",
  "method": "ωB97M-V with the def2-TZVPD basis set",
  "symbols": ["H", "H", "H", "C", "H", "O", "C", "O", "H", "H", "H", "H", "O", "H", "O", "H", "H", "H", "H", "H", "H", "C", "H", "H", "H", "C", "O", "C", "P", "H", "O", "H", "O", "H", "H", "H", "C", "H", "H", "O", "H", "C", "C", "C", "H", "H", "C", "H", "H", "C", "O", "O", "H", "H", "O", "H", "O", "C", "H", "O", "H", "C", "O", "O", "O", "C", "C", "O", "C", "O", "H", "H", "O", "H", "P", "H", "C", "C", "O", "H", "H", "H", "H", "O", "O", "H", "H", "C", "H", "H", "C", "C", "C", "O", "H", "H", "C", "H", "C", "O", "C", "O", "O", "H", "O", "H", "C", "C", "H", "O", "O", "O", "H", "H", "P", "H", "C", "C", "C", "H", "H", "C", "H", "H", "H", "C", "H", "H", "O", "O", "H", "O", "O", "O", "H", "C", "H", "O", "H", "C", "C", "O", "H", "C", "H", "H", "H", "C", "H", "C", "C", "O", "H", "H", "C", "C", "H", "H", "H", "C", "H", "H", "H", "C", "C", "O", "H", "C", "C", "O", "H", "H", "C", "H", "H", "H", "O", "H", "H", "H", "H", "C", "P", "C", "C", "H", "C", "H", "O", "H", "H", "H", "O", "C", "H", "H", "H", "H", "O", "H", "O", "C", "O", "C", "H", "P", "C", "H", "O", "O", "H", "H", "H", "H", "C", "C", "C", "H", "H", "H", "H", "O", "H", "H", "O", "C", "H", "H", "C", "H"],
  "positions_angstrom": [[5.75626, 9.94627, 5.22251], [0.78321, -9.24827, -6.01943], [0.63695, 4.76570, 8.67279], [-3.16956, -8.89271, -6.61362], [0.64933, -8.70375, -12.26847], [-5.10379, -5.92938, 5.49375], [1.30252, 3.41172, 0.87237], [-8.06644, 3.55153, 6.68018], [-4.22810, -10.81621, -6.64008], [1.02467, 0.02945, -7.61386], [0.65977, -1.37351, -2.71973], [6.63855, -3.74387, -9.49357], [1.49760, 11.00029, 2.82556], [1.37533, 13.12881, 4.24996], [6.81613, -6.72943, -0.30007], [-0.43479, -11.29540, -5.27747], [-6.94525, 3.89285, -3.46191], [-8.66014, -3.61469, 4.92071], [-3.79537, -7.27332, 6.36003], [-6.93215, 5.45565, -4.51349], [-2.83658, 8.32905, 4.84120], [6.65357, 1.50512, -4.65657], [-4.86715, 3.43902, -3.52208], [0.22444, -2.14924, -1.25855], [4.50357, 9.39263, 1.26381], [-1.80947, 1.59145, 1.25118], [0.62564, 2.90872, 7.87953], [-0.31934, -8.51375, -11.80621], [2.92813, 11.52268, 2.79873], [2.14547, 3.19301, 1.52787], [-7.07626, -5.71349, 3.85662], [2.84846, 9.80593, 0.53232], [8.31607, -1.47445, -4.54186], [-3.54506, 0.91786, -0.08732], [-2.40220, -5.22237, 7.32061], [-12.55809, 3.50552, 0.83855], [-1.36657, -11.02144, 0.99703], [-4.30387, 7.62326, 5.66656], [-1.30607, 0.66278, 1.52000], [5.01697, -6.89227, -1.53811], [10.78499, -2.29910, -4.04497], [-12.64378, 0.74902, -0.57041], [0.36822, -11.36530, -6.01122], [-0.17867, 1.53719, -8.49768], [-3.12131, -10.58673, -8.08487], [9.04899, 6.79746, 2.31777], [-7.86228, -3.27646, 4.25954], [2.43155, 14.20913, 6.22390], [7.78294, -7.86171, -1.77013], [-6.84319, -8.55724, 4.33530], [7.69499, 3.12249, 2.31788], [-5.08329, 3.00353, -5.38680], [-6.61379, -8.61966, 6.49129], [-8.18295, -2.32465, 3.83611], [8.76204, 4.95531, 1.91967], [-3.68899, -4.18840, 6.61524], [-9.15913, 5.73133, 6.81105], [5.38316, -2.31145, 4.98663], [3.44881, 13.00788, 5.46549], [9.73156, -1.75447, -6.57041], [-0.64500, -8.25921, 2.32374], [-3.35766, 1.20686, 0.94684], [-11.54070, 1.33967, -1.01289], [8.37076, 4.60946, 4.00890], [5.84464, -1.72494, 6.15554], [0.14607, 3.40452, 10.04822], [6.55106, 0.71818, -6.06617], [3.74585, 11.30937, 1.45511], [-0.28270, -9.17332, 1.85338], [3.07846, 13.20380, 3.07939], [-6.79189, -4.22062, 2.42603], [7.93453, -6.01209, -1.82337], [-2.48828, -8.07043, -7.52977], [5.79698, -0.06848, -6.09132], [8.36739, -1.35100, -6.14013], [-3.55125, 0.34459, 1.58488], [5.46759, -6.70547, -0.30245], [4.87641, 9.57738, 5.74966], [-5.25304, 8.94402, 3.12580], [5.17385, -3.38081, 4.95890], [11.23753, -0.87110, -3.31062], [2.04020, 3.89491, 9.25383], [7.17514, -1.70387, -8.55918], [-4.66595, -5.77820, 2.98629], [-0.89854, -8.27037, -9.54023], [8.96925, 6.50182, 4.34363], [-5.52171, 9.51597, 4.95032], [-4.94364, 7.64489, 2.77717], [-0.67729, 4.04984, 1.14940], [-0.51736, -0.50679, -8.46439], [0.35487, 0.14689, -8.46572], [-0.88893, -0.32541, -1.65051], [8.25096, 4.11593, 2.75388], [-0.10181, -7.03078, -7.40163], [0.01875, -12.17046, -6.65749], [1.13646, -8.19034, -10.04224], [9.20961, -0.71610, -3.80227], [4.77129, 9.61396, -1.05166], [-3.78259, -10.12258, -7.35317], [4.77566, -6.82204, 0.72717], [6.08945, -6.86053, -2.39170], [-4.12353, 7.03501, 3.72033], [-1.39902, 2.09091, -0.01026], [6.06675, -7.88480, -2.76382], [1.09091, 1.10970, -11.67714], [-4.08148, 10.21177, 4.23477], [9.56119, 5.85660, 2.51907], [-0.20682, -1.61143, -2.10288], [9.46468, 0.21050, -4.31653], [-0.97473, -10.32471, 2.13534], [-7.22001, 3.65972, -5.43369], [-1.28942, -10.08076, -0.00825], [-0.94480, -2.21030, -2.63660], [-4.56595, -9.76403, -8.02091], [0.09181, 1.85736, -0.66691], [1.90448, 14.69080, 3.52376], [3.87274, 10.11323, 0.74333], [4.22623, -1.36551, 4.74270], [-7.35124, -8.25172, 5.77794], [-0.58557, 4.14780, 10.36498], [6.20376, -2.31448, 4.26919], [-8.39194, 4.80391, 7.23633], [3.27047, -1.88512, 4.81078], [8.04326, -4.15982, -8.33483], [6.86171, 0.83844, -3.81974], [-3.81881, -6.27057, 5.93337], [0.42905, 5.18167, 1.93967], [-1.07429, -9.22378, -12.14385], [5.50857, 0.14909, 7.38879], [7.08363, -2.26725, -6.52754], [10.59539, 5.75827, 2.18909], [1.04629, 2.09082, 0.52450], [-7.61747, 4.96100, 8.30435], [-6.59484, 2.30832, -7.10201], [-10.47057, 2.75742, -0.32189], [3.62749, 10.29946, 5.31796], [2.68232, 9.75745, 5.28655], [4.38771, -0.22504, 5.53769], [3.99705, 11.16364, -1.17680], [-6.75454, 3.04510, 7.13197], [0.25339, 4.13049, 1.71104], [7.78879, 0.11393, -6.46226], [-3.93368, 2.12873, 1.02720], [-5.12621, 4.04080, -4.39319], [-7.44239, -7.17598, 5.92816], [-4.12350, -5.43605, 7.82981], [5.71781, 2.00941, -4.41543], [6.99662, -3.88933, -8.47439], [-11.43629, 2.94931, -1.97604], [6.71294, -2.43066, -7.89117], [0.20921, -8.63548, -10.40300], [-0.58844, 2.34063, 9.53614], [3.46740, 11.08931, 6.05185], [5.98843, -6.17216, -3.23077], [0.59878, -10.03067, -6.75558], [2.22351, 13.77244, 4.01664], [-6.68057, -9.61877, 4.14876], [-6.67526, 1.96789, 7.27844], [-6.03990, 3.29349, 6.34731], [0.77622, 1.06154, -10.45957], [-8.32887, -8.72348, 5.87682], [5.00592, 9.79547, 6.80973], [-0.38863, -7.44327, -11.99954], [-4.65802, 9.29110, 4.32456], [-6.66032, 4.40871, -4.37887], [-5.42171, 7.03685, 1.84960], [-4.37747, 4.82961, -4.46578], [-3.44765, -5.17285, 7.01613], [-0.35132, 2.19097, 8.25823], [3.83783, 10.75456, 3.94903], [0.77424, -9.33466, 2.06539], [-1.25809, 1.68686, -8.52147], [1.00306, 3.77464, 8.94083], [0.05629, 3.72092, 2.70174], [8.60712, -0.40962, -2.94720], [-1.21560, 0.29901, -2.48207], [0.26393, 2.48543, -1.93386], [5.63218, -2.30684, -7.96007], [-5.69199, 4.45100, 8.36490], [6.24175, 1.54483, -6.70576], [1.41470, -10.18960, -7.46065], [7.33613, -6.88758, -1.57133], [-5.56889, -6.26374, 4.02664], [-6.33885, 2.98612, -6.12300], [4.60026, 10.54540, -0.51196], [1.22435, -11.56910, -5.36810], [-6.63241, 3.89990, 8.36385], [6.28827, -4.54864, -7.97276], [-5.70126, -7.86356, 4.01540], [4.99454, 8.51090, 5.55790], [10.34120, -1.88940, -2.28804], [-1.81751, -0.62627, -1.16540], [-13.35148, 1.65451, 0.00473], [9.38222, 5.54693, 4.01843], [0.62740, -8.92813, 0.00396], [0.26058, 2.13965, -7.70259], [5.59287, 10.96838, -0.35731], [-8.36521, -4.70626, 2.77568], [-1.04520, 1.48839, 7.52804], [-1.68459, 2.30441, 2.06615], [0.36408, 2.02605, -9.65569], [-0.37281, -9.10365, 0.40004], [0.82317, -0.04133, -9.76710], [-7.43802, -4.43095, 3.27831], [0.70485, 3.15644, 10.95062], [-0.88539, -8.15885, -7.91410], [5.23381, -0.57694, 6.43940], [1.64609, 3.92255, -0.02713], [0.06335, 0.26077, -0.82883], [-0.51940, -9.69765, -7.40845], [-13.29918, 3.64764, -0.62889], [-6.73787, 3.37139, 9.31130], [0.41350, -9.68930, -10.21365], [-7.58790, -8.35385, 3.56579], [10.40268, -1.57165, -3.32889], [-3.87327, 8.00733, 4.74181], [-11.38025, 2.69062, -0.91867], [-2.36548, -9.15136, -5.92467], [-6.91465, -3.09768, 4.76765], [3.99465, -1.14951, 3.69971], [7.38545, 2.31180, -4.69774], [-12.91285, -0.38978, -0.71304], [-3.96040, -8.31492, -6.13524], [-0.89078, -8.15290, 0.27401], [-1.85135, -12.13524, 0.86493], [3.02642, 14.00405, 5.33386], [3.87346, 14.68767, 5.39131], [-3.08854, -6.08459, 5.14583], [-12.68491, 2.93343, -0.08054], [10.20374, 5.11422, 4.58937]],
  "homo_ev": -10.28,
  "lumo_energy_ev": -0.31,
  "spin_multiplicity": 1,
  "homo_lumo_gap_ev": 9.973
}